Record 1
Density functional theory data (wB97M-V/def2-TZVPD) for a molecular structure, C29H35BrN2O3PdSi.

Geometry as XYZ:
```
72
Properties=species:S:1:pos:R:3:lowdin_charge:R:1
Pd -0.944 -0.484 1.807 0.5201
O 0.003 -2.451 -1.859 0.0469
C 0.936 -3.346 -1.478 -0.2722
C 1.537 -4.131 -2.461 -0.0167
C 2.518 -5.045 -2.126 -0.0947
C 2.915 -5.204 -0.805 -0.1038
C 2.310 -4.429 0.170 -0.0523
C 1.326 -3.498 -0.141 -0.1135
C 0.756 -2.634 0.968 -0.4010
O -0.468 -2.098 0.654 -0.3280
N 1.779 -1.581 1.235 0.0317
N 1.395 -0.529 1.925 -0.0794
C 2.141 0.455 2.250 -0.1933
C 1.580 1.547 3.035 -0.6081
Br -0.075 1.173 3.926 0.8149
C 2.136 2.745 3.239 -0.1121
C 3.363 3.226 2.585 -0.2299
C 4.299 3.938 3.334 -0.0380
C 5.465 4.402 2.750 -0.0815
C 5.706 4.176 1.402 -0.0886
C 4.768 3.496 0.640 -0.0762
C 3.603 3.027 1.226 -0.0468
H -0.360 -2.075 -1.014 0.0631
H 1.217 -3.999 -3.485 0.1139
H 2.973 -5.643 -2.905 0.1004
H 3.674 -5.925 -0.539 0.0949
H 2.594 -4.549 1.210 0.1137
H 0.679 -3.228 1.895 0.1414
H 2.675 -1.601 0.766 0.1507
H 3.198 0.510 1.991 0.1309
H 1.669 3.418 3.947 0.1029
H 4.113 4.116 4.385 0.1140
H 6.187 4.943 3.345 0.1029
H 6.615 4.543 0.945 0.1017
H 4.937 3.338 -0.416 0.1042
H 2.856 2.530 0.620 0.1018
C -1.078 1.104 -5.638 -0.0427
C -1.470 1.289 -4.203 -0.2475
C -0.511 1.296 -3.201 0.0011
C -0.847 1.418 -1.860 -0.1729
C 0.258 1.396 -0.847 -0.0399
C -2.208 1.546 -1.519 -0.1032
C -2.653 1.670 -0.126 -0.1967
O -1.957 1.551 0.868 -0.0576
C -3.195 1.556 -2.524 -0.2032
C -4.665 1.690 -2.224 -0.0480
C -2.807 1.425 -3.847 -0.0053
H -0.041 1.389 -5.805 0.0772
H -1.711 1.693 -6.302 0.0795
H -1.185 0.056 -5.925 0.0896
H 0.533 1.195 -3.468 0.1186
H 1.223 1.411 -1.359 0.0807
H 0.210 0.481 -0.247 0.0489
H 0.204 2.235 -0.154 0.0868
H -3.728 1.871 0.003 0.1198
H -4.909 2.671 -1.811 0.0897
H -5.019 0.937 -1.519 0.0721
H -5.235 1.569 -3.144 0.0776
H -3.566 1.423 -4.620 0.1174
C -3.670 -1.711 0.253 -0.1813
Si -2.955 -1.426 1.973 0.4579
C -2.720 -3.062 2.877 -0.2070
C -4.043 -0.246 2.969 -0.2061
H -4.582 -2.312 0.313 0.0318
H -2.956 -2.243 -0.372 0.0249
H -3.930 -0.776 -0.243 -0.0016
H -3.669 -3.597 2.964 0.0269
H -2.327 -2.916 3.882 0.0224
H -2.026 -3.691 2.322 0.0175
H -5.086 -0.567 2.901 0.0276
H -3.980 0.773 2.589 0.0097
H -3.771 -0.231 4.024 0.0210
```

## Properties
- Gap between HOMO and LUMO (alpha / beta): 7.73 / 7.73 eV
- Total energy: -121163.0771 eV
- F_max: 0.52 eV/Å
- Total charge: 0

Record 2
Density functional theory data (wB97M-V/def2-TZVPD) for a molecular structure, C29H35I2N8O3RbS3.

Geometry as XYZ:
```
81
Properties=species:S:1:pos:R:3:lowdin_charge:R:1
Rb 0.534 -0.751 0.493 0.7287
C -2.068 2.963 1.636 -0.2431
C -0.863 3.575 0.894 -0.2242
N 0.355 2.803 1.003 -0.0634
C 1.197 3.011 2.155 -0.2958
C 0.599 2.621 3.505 -0.4657
S 0.163 0.868 3.723 0.8613
C -1.633 0.964 3.992 -0.4647
C -2.534 0.811 2.751 -0.2812
N -2.049 1.529 1.608 -0.0672
H -2.982 3.393 1.197 0.0883
H -2.060 3.280 2.682 0.0909
H -0.733 4.615 1.251 0.1090
H -1.119 3.626 -0.166 0.0508
H 0.896 2.887 0.157 0.0867
H 1.498 4.075 2.263 0.1106
H 2.104 2.425 1.998 0.0905
H -0.286 3.214 3.727 0.0550
H 1.340 2.865 4.270 0.0620
H -1.827 1.901 4.521 0.0559
H -1.867 0.160 4.692 0.0629
H -3.550 1.121 3.064 0.1115
H -2.579 -0.243 2.476 0.0844
H -2.307 1.136 0.715 0.0647
I 8.995 -0.295 -0.260 0.7339
C 6.934 -0.099 0.083 -0.7648
C 6.228 -1.147 0.653 -0.2581
C 4.872 -0.998 0.870 -0.6241
I 3.744 -2.583 1.638 0.9155
C 4.149 0.192 0.567 -0.4890
O 2.902 0.321 0.779 -0.3200
C 4.932 1.231 -0.042 -0.1604
C 4.183 2.478 -0.444 -0.1691
N 2.969 2.226 -1.227 -0.0485
C 3.197 1.605 -2.526 -0.1756
C 1.870 1.107 -3.030 -0.2760
C 1.137 1.774 -4.002 -0.0323
C -0.118 1.292 -4.342 -0.0776
C -0.595 0.159 -3.708 -0.0679
C 0.205 -0.445 -2.746 -0.2020
N 1.406 0.019 -2.409 0.1006
C 6.282 1.075 -0.279 -0.1455
H 6.721 -2.075 0.909 0.0703
H 4.839 3.165 -0.989 0.1110
H 3.852 2.995 0.461 0.1087
H 2.466 1.531 -0.673 0.0513
H 3.876 0.742 -2.464 0.1236
H 3.635 2.338 -3.211 0.1117
H 1.536 2.673 -4.455 0.1016
H -0.722 1.807 -5.079 0.0996
H -1.573 -0.245 -3.929 0.1016
H -0.128 -1.335 -2.218 -0.0653
H 6.834 1.882 -0.749 0.0883
C -4.675 -2.310 -1.738 -0.0013
C -4.698 -0.845 -1.940 -0.3241
N -5.679 -0.152 -2.437 0.0931
N -5.212 1.138 -2.403 -0.0117
C -3.960 1.263 -1.928 -0.8143
S -3.084 2.681 -1.767 0.5756
N -3.633 -0.028 -1.629 -0.0721
N -2.394 -0.433 -1.144 0.1114
H -5.592 -2.732 -2.143 0.0780
H -4.570 -2.553 -0.675 0.0648
H -3.805 -2.757 -2.228 0.0546
H -5.768 1.902 -2.736 0.1267
H -2.460 -0.670 -0.147 0.0525
H -2.131 -1.321 -1.590 -0.0150
O -3.646 -2.826 1.238 -0.0225
C -2.405 -2.784 1.164 -0.6752
O -1.689 -1.742 1.269 -0.2791
C -1.654 -4.087 0.964 -0.1684
C -1.652 -4.972 2.039 -0.0573
C -0.972 -6.180 1.991 -0.1308
C -0.292 -6.511 0.824 -0.1337
C -0.302 -5.644 -0.255 -0.1534
C -0.971 -4.407 -0.225 -0.6433
S -0.911 -3.375 -1.649 0.5471
H -2.204 -4.696 2.931 0.1089
H -0.972 -6.848 2.845 0.0788
H 0.248 -7.449 0.752 0.0827
H 0.224 -5.903 -1.165 0.0788
```

## Properties
- Gap between HOMO and LUMO: 5.15 eV
- Total energy: -98070.7406 eV
- F_max: 0.71 eV/Å
- Total charge: -2

Record 3
Density functional theory data (wB97M-V/def2-TZVPD) for a molecular structure, C29H35IrN2O3P2S2 in a non-equilibrium geometry.

Geometry as XYZ:
```
74
Properties=species:S:1:pos:R:3:lowdin_charge:R:1
Ir -0.050 -0.042 0.656 0.9091
O 1.602 -0.672 -2.167 -0.3664
S 0.263 -1.085 -2.506 0.6285
O -0.456 -0.322 -3.483 -0.2665
N -0.553 -1.078 -1.071 -0.2699
C -1.889 -1.533 -1.101 -0.2652
C -2.605 -2.015 -2.175 0.0210
C -3.910 -2.522 -2.010 -0.0176
C -4.511 -2.559 -0.784 -0.0014
C -3.817 -2.043 0.331 -0.1345
C -4.353 -2.037 1.633 0.0486
C -3.620 -1.522 2.671 -0.0034
C -2.365 -0.973 2.400 -0.1100
N -1.833 -0.947 1.186 -0.0776
C -2.525 -1.510 0.149 -0.1721
C 0.359 -2.767 -3.006 -0.3044
C 0.857 -3.709 -2.114 -0.0583
C 0.981 -5.022 -2.532 -0.0490
C 0.619 -5.375 -3.827 -0.0420
C 0.132 -4.422 -4.710 -0.0403
C -0.005 -3.103 -4.302 -0.0502
H -2.186 -2.007 -3.168 0.1000
H -4.430 -2.896 -2.881 0.1261
H -5.504 -2.965 -0.651 0.1297
H -5.340 -2.449 1.800 0.1400
H -3.991 -1.518 3.685 0.1256
H -1.784 -0.543 3.193 0.0569
H 1.137 -3.419 -1.109 0.1106
H 1.363 -5.771 -1.852 0.1164
H 0.721 -6.402 -4.151 0.1191
H -0.140 -4.702 -5.718 0.1200
H -0.376 -2.342 -4.976 0.1224
C -0.752 1.353 4.089 -0.2056
P 0.459 0.998 2.771 0.8002
C 1.797 0.226 3.704 -0.2038
C 0.809 2.716 2.304 -0.4004
C 1.419 3.629 3.153 -0.0489
C 1.455 4.985 2.813 -0.0207
C 0.835 5.432 1.658 -0.0317
C 0.123 4.540 0.851 -0.0530
C 0.084 3.206 1.203 -0.3698
P -0.910 2.002 0.294 0.7794
C -0.991 2.388 -1.456 -0.1846
C -2.612 2.157 0.862 -0.1828
H -0.189 1.893 4.852 0.0725
H -1.173 0.467 4.561 0.0486
H -1.547 2.006 3.738 0.0552
H 2.277 0.947 4.365 0.0690
H 2.546 -0.182 3.036 0.0294
H 1.362 -0.569 4.314 0.0668
H 1.929 3.303 4.053 0.1191
H 1.963 5.684 3.464 0.1241
H 0.881 6.477 1.384 0.1223
H -0.391 4.905 -0.029 0.1161
H 0.007 2.444 -1.887 0.0513
H -1.505 3.336 -1.614 0.0739
H -1.547 1.591 -1.954 0.0549
H -2.921 3.197 0.756 0.0781
H -2.727 1.859 1.900 0.0360
H -3.242 1.528 0.228 0.0679
O 2.821 1.404 1.257 -0.4981
S 2.240 0.629 0.111 0.8147
C 2.767 1.609 -1.321 -0.2570
C 4.093 0.960 -1.765 -0.1820
C 4.641 0.088 -0.625 -0.1937
C 3.447 -0.707 -0.086 -0.2562
H 2.879 2.594 -0.869 0.1073
H 2.033 1.610 -2.121 0.0763
H 4.805 1.726 -2.065 0.1292
H 3.888 0.329 -2.627 0.1156
H 5.074 0.694 0.168 0.1179
H 5.404 -0.597 -0.990 0.1320
H 3.583 -1.132 0.907 0.1030
H 3.096 -1.450 -0.792 0.0822
```

## Properties
- Gap between HOMO and LUMO: 6.71 eV
- Total energy: -82839.7530 eV
- F_max: 1.17 eV/Å
- Total charge: +2

Question: Look up the total charge of the first one.
Answer: 0

Question: Among the records above, which one has the highest total energy?
Answer: C29H35IrN2O3P2S2

Question: The highest total energy belongs to which entry?
Answer: C29H35IrN2O3P2S2